Below is a molecular structure, C63H62F3KN6P2S3, with properties calculated with the ωB97M-V functional and the def2-TZVPD basis.

Geometry (Å):
C  1.636  3.404  -2.299
P  2.121  1.091  -3.676
C  0.956  -0.506  -7.789
H  1.631  2.241  5.371
C  -1.919  2.520  3.219
C  0.768  -0.715  -5.510
H  -2.825  5.760  3.386
H  -0.794  1.468  -3.824
H  -1.808  -2.102  -6.575
H  2.271  1.391  -10.892
H  0.897  -0.642  -11.173
H  -2.378  -3.483  0.349
H  -1.023  2.955  -2.894
C  -2.865  4.707  3.140
H  2.155  -3.047  -4.318
C  -1.602  -2.113  -4.403
C  0.852  2.062  7.381
H  -2.313  1.114  8.155
P  0.194  -1.696  -4.037
C  -0.256  1.745  8.156
H  0.857  -3.672  -5.358
C  -0.021  -4.473  -0.310
H  -2.902  -5.416  5.667
C  -2.255  -4.500  0.697
C  5.130  2.579  1.037
H  5.840  2.257  0.286
C  -1.924  -2.787  -5.737
C  3.403  -1.767  2.488
H  0.380  2.996  -5.498
H  -1.065  2.490  0.013
H  -2.958  -1.331  4.364
S  -0.660  -1.329  2.523
H  4.180  -1.965  1.761
C  0.911  3.502  -4.691
C  -1.451  1.367  7.552
C  -1.534  1.305  6.170
H  -3.097  -3.194  -3.274
C  1.125  -0.292  -10.174
N  0.498  -1.182  -6.707
C  -3.985  2.851  2.076
C  2.080  -1.684  2.054
C  0.776  2.014  5.997
H  2.956  -1.250  5.806
C  -3.246  -5.115  1.442
H  -0.296  1.537  -2.119
H  0.054  -1.868  -9.180
F  -4.796  -7.996  2.055
H  2.823  2.224  -8.615
C  -0.759  3.498  0.271
H  0.484  7.047  1.153
C  0.129  6.053  0.915
H  3.672  2.516  -5.000
N  0.757  2.057  3.167
H  -2.126  -0.103  -5.074
F  -5.000  -6.211  3.257
C  -0.876  -6.458  0.912
H  6.612  3.533  2.264
H  -2.973  0.942  2.231
C  1.034  2.609  -3.461
H  -2.451  0.992  5.683
C  2.887  2.676  1.861
C  -1.455  4.607  -0.180
H  4.192  2.280  -3.308
H  4.379  0.982  -4.483
H  -1.554  -4.049  -3.379
H  0.853  -3.953  -3.573
C  -2.407  -0.816  -4.292
C  1.088  -1.431  2.986
C  0.369  3.674  1.056
C  -1.010  5.885  0.138
F  -3.569  -7.736  3.811
H  0.615  -1.123  5.063
C  -2.457  -4.604  5.105
H  -2.963  -3.136  -5.714
N  -1.103  0.043  3.425
N  -1.112  -1.388  1.160
C  -3.057  -3.353  5.105
H  3.425  1.678  0.055
C  1.085  -3.253  -4.378
H  4.757  -1.671  4.144
C  0.822  4.944  1.384
H  4.993  4.234  3.994
C  3.787  2.265  0.893
H  -3.473  -1.033  -4.412
H  0.960  4.221  -2.025
H  -0.998  4.246  4.111
C  5.562  3.293  2.149
H  1.784  2.347  7.854
H  -4.164  -4.585  1.663
C  -0.352  2.104  -3.053
H  -4.813  2.460  1.499
H  -4.727  4.860  2.085
H  -1.713  -8.071  2.046
C  2.719  -1.365  4.755
N  2.052  1.105  -6.390
C  -0.743  -3.799  3.624
H  -0.851  -5.812  4.339
C  -1.302  -4.829  4.364
C  4.653  3.689  3.122
C  1.403  -1.287  4.338
S  1.190  2.151  1.569
C  0.786  -3.756  -0.913
H  1.885  3.807  -5.075
H  -1.546  6.752  -0.227
H  -1.287  -3.654  -5.921
H  1.763  2.767  -1.419
C  1.912  0.872  -10.014
C  2.221  1.337  -8.768
C  -3.933  4.197  2.406
C  0.656  -0.973  -9.088
C  -2.968  1.997  2.485
K  0.449  -1.022  -0.839
C  -3.049  -6.398  1.936
H  2.600  3.843  -2.561
H  -2.268  -0.339  -3.318
S  -0.576  1.436  3.656
H  -3.967  -3.187  5.668
H  0.137  -3.975  3.013
C  3.735  1.807  -4.178
H  1.716  5.076  1.978
C  3.724  -1.603  3.824
C  -1.865  -7.070  1.661
H  2.595  3.668  3.744
C  -4.096  -7.073  2.754
C  -2.010  -3.064  -3.262
N  1.027  1.023  0.682
C  -2.498  -2.311  4.375
C  -1.846  3.866  3.550
C  1.743  0.652  -7.628
H  -0.189  1.787  9.235
H  0.351  4.408  -4.433
H  0.052  -6.977  0.704
H  1.922  -1.822  0.995
C  3.308  3.377  2.984
H  -1.706  -2.701  -2.278
C  1.580  0.462  -5.347
C  -1.339  -2.543  3.653
C  -0.419  1.637  5.414
C  -1.041  -5.155  0.420
H  -2.340  4.472  -0.790

- Energy relative to the best compared isomer or geometry (same formula, charge and spin): 3.66 kcal per mole
- HOMO: -6.7 eV

Below is a molecular structure, C63H80CsNO4P2SbSi4, with properties calculated with the ωB97M-V functional and the def2-TZVPD basis.

Geometry (Å):
C  1.754  8.282  2.776
H  2.490  -5.749  0.955
C  -0.532  -5.313  -1.118
C  1.469  -0.612  4.295
C  2.723  -0.731  4.875
H  -0.568  2.619  -0.898
H  -2.379  -2.311  -6.132
C  0.636  -0.795  -6.200
H  -3.597  -5.817  -2.527
N  2.504  0.536  1.519
C  2.997  -3.863  -1.797
C  6.350  -1.203  0.696
H  0.441  5.426  4.023
H  2.162  -3.681  4.336
C  -3.533  3.075  6.483
C  2.730  2.360  -1.606
H  5.726  0.859  2.405
H  -3.910  -1.544  -6.566
C  2.990  -5.309  0.099
C  -0.699  -4.879  2.058
H  6.263  -2.254  0.417
H  3.324  -1.616  4.696
C  0.009  3.172  2.701
H  2.171  -3.110  1.932
Si  -1.208  2.065  -4.278
C  1.368  2.122  -1.673
H  0.966  1.412  -2.386
H  -5.651  -0.223  -4.390
H  1.077  -1.413  3.681
H  -4.797  0.600  -3.076
H  3.468  1.797  2.819
C  -1.799  -5.043  -1.634
H  -0.099  -1.335  -6.800
C  2.361  3.919  0.193
C  1.198  1.547  5.292
C  -4.705  0.243  -4.106
H  4.824  -3.783  -2.927
C  3.852  -1.076  0.377
H  -0.570  3.545  3.546
Cs  -1.531  -1.289  0.427
C  0.768  6.145  3.282
C  2.636  -0.476  0.667
H  -2.913  1.620  -6.102
H  6.819  -0.675  -0.139
H  1.017  3.055  -3.598
H  0.481  0.274  -6.363
H  1.181  2.090  -5.066
Sb  -1.256  -0.121  -2.842
H  0.614  2.442  5.465
O  0.058  -2.460  -0.885
C  -4.394  1.881  0.691
H  -5.804  2.801  2.054
C  3.223  3.266  -0.677
H  -4.094  -2.474  -2.374
C  -2.220  3.396  -3.374
H  -4.813  -2.947  -3.920
C  2.213  -0.806  -3.664
C  2.449  1.427  5.883
C  0.311  -4.756  4.234
H  2.461  0.236  -3.884
C  0.630  5.863  1.926
C  1.350  -4.009  3.696
H  -1.277  1.483  -6.736
H  -4.546  1.110  -4.749
C  0.533  2.798  -4.541
H  6.002  -5.388  -1.453
H  2.188  9.218  3.104
C  -1.883  1.364  6.116
H  0.470  3.706  -5.145
H  -4.297  4.017  4.714
C  -2.823  2.534  4.247
H  7.013  -1.120  1.558
H  -1.222  0.603  6.513
H  2.827  2.228  6.507
H  -3.271  3.099  -3.315
H  -6.159  1.103  1.654
C  3.605  0.983  2.113
P  -0.253  4.378  1.302
C  0.248  -3.121  -4.297
H  1.722  -0.843  0.205
H  -5.814  1.346  -0.840
H  -0.652  -3.410  -4.845
H  -0.553  -8.682  -1.618
C  -3.571  0.559  0.585
H  -5.718  3.091  -0.509
C  -0.907  -7.658  -1.618
C  5.005  -0.603  0.991
H  1.946  8.742  0.687
H  3.410  1.833  -2.264
O  -3.389  2.882  0.911
H  3.888  -1.910  -0.312
C  4.866  0.456  1.883
C  4.313  -4.211  -2.072
C  -5.137  2.168  -0.606
H  0.314  -5.003  5.288
H  4.190  0.199  6.140
Si  0.495  -1.249  -4.350
H  -2.141  -4.012  -1.648
C  0.690  0.526  4.488
H  -1.361  1.863  1.631
C  -5.362  1.817  1.868
C  3.216  0.288  5.676
C  -0.476  1.785  2.268
H  0.120  -3.436  -3.260
H  -3.144  -3.394  -3.553
H  0.935  6.621  -0.059
C  -1.913  2.055  -6.057
C  -2.965  -1.393  -6.039
C  1.050  6.823  1.000
H  -2.172  4.357  -3.893
O  -3.199  0.031  1.652
H  -2.618  1.931  8.048
C  -1.924  1.587  4.739
H  1.425  7.550  4.763
C  1.327  7.346  3.703
H  -4.829  1.480  2.755
H  -2.905  2.677  3.176
C  0.339  -4.137  1.492
H  2.761  4.615  0.920
C  -2.673  2.107  6.980
H  -2.798  -8.156  -2.509
C  -0.104  -6.642  -1.122
H  -1.865  3.546  -2.351
C  1.354  -3.694  2.345
H  1.095  -3.669  -4.719
H  -4.145  3.661  7.158
P  -0.931  0.552  3.590
C  4.305  -5.666  -0.166
O  -3.298  0.137  -0.561
H  -2.419  -0.597  -6.548
H  2.476  -3.160  -2.438
H  2.244  -0.944  -2.579
H  4.812  -6.381  0.472
C  -2.615  -6.050  -2.131
C  4.974  -5.112  -1.250
Si  0.494  -3.883  -0.396
H  2.992  -1.432  -4.108
H  0.319  1.309  1.691
H  -1.974  3.076  -6.441
H  1.630  -1.049  -6.574
C  1.616  8.015  1.420
H  -4.423  2.271  -1.421
H  -1.494  -5.250  1.420
H  1.063  3.152  2.986
H  4.289  3.454  -0.620
C  0.502  2.795  -0.825
C  -3.892  -2.606  -3.440
C  0.989  3.689  0.127
C  -0.723  -5.181  3.414
H  0.879  -6.881  -0.730
C  -2.168  -7.364  -2.123
H  -3.820  3.740  0.991
H  -1.538  -5.762  3.831
C  -3.614  3.276  5.112
Si  -3.262  -0.989  -4.199
C  2.307  -4.394  -0.707

- Net charge: -1
- Energy relative to the best compared isomer or geometry (same formula, charge and spin): 6.44 kcal per mole
- HOMO: -5.2 eV

Calculated energy in order - -150830.609; -133491.064 eV
Calculated max |F| in order - 0.59; 3.28 eV Å⁻¹
Calculated gap between HOMO and LUMO in order - 6.506; 7.154 eV